34
Properties=species:S:1:pos:R:3 method="wB97M-V/def2-TZVPD" homo_lumo_gap_ev=9.683 energy_ev=-62413.548 e_homo_ev=-10.3
Li -0.15849 -0.72538 -0.01646
C 0.07063 1.98527 -2.18775
F 0.12154 0.81915 -2.86116
F 0.29478 2.94153 -3.07163
F -1.12911 2.21412 -1.49384
S 1.51625 2.04458 -0.87620
O 2.59354 1.39101 -1.65408
O 1.86378 3.42958 -0.61703
N 0.73818 0.94916 0.28437
S 0.48217 2.01490 1.36225
O 1.69549 2.54264 1.98174
O -0.49453 2.97084 0.93956
C -0.44526 1.06808 2.80891
F -1.60428 0.60733 2.38117
F 0.39068 0.08536 3.20271
F -0.58370 1.96191 3.78079
O -0.02061 -2.10920 1.66094
H 0.79955 -2.60235 1.64167
H -0.03115 -1.69462 2.52364
O -2.22274 -3.22369 0.30231
H -1.46565 -3.00086 0.84397
H -2.51418 -2.38651 -0.05882
O -2.37193 -0.43517 -0.31796
H -3.07490 -0.10329 0.24055
H -2.71840 -0.36434 -1.20744
O 2.88360 -0.44634 1.24717
H 3.65463 0.07450 1.02253
H 2.18917 -0.10149 0.68585
O -1.49890 -1.71683 -3.27894
H -1.32051 -1.43232 -2.38258
H -2.44071 -1.58619 -3.38925
O 1.28805 -1.54075 -1.01907
H 1.73863 -2.30672 -0.66340
H 1.77448 -1.32404 -1.81447